<A>
Density functional theory data (ωB97M-V with the def2-TZVPD basis set) for a 16-piece molecular cluster, C32H96O16 overall.

The geometry in XYZ format:
```
144
Properties=species:S:1:pos:R:3:mulliken_charge:R:1
C 0.507 -1.201 0.321 -0.089
C -0.818 -0.475 0.695 -0.269
O -0.667 0.864 0.359 -0.445
H 1.343 -0.634 0.729 -0.152
H 0.679 -1.152 -0.754 0.114
H 0.665 -2.225 0.661 0.151
H -1.108 -0.777 1.701 -0.066
H -1.623 -0.836 0.054 0.516
H -0.123 1.290 1.025 0.310
C 0.158 5.812 0.718 -0.590
C -1.249 6.244 1.145 -0.359
O -1.137 6.638 2.472 -0.551
H 0.205 5.522 -0.331 0.234
H 0.480 4.943 1.292 -0.025
H 0.922 6.586 0.796 0.453
H -2.013 5.483 0.989 0.250
H -1.653 7.086 0.582 0.339
H -0.491 7.318 2.676 0.281
C -5.968 2.624 -2.580 -0.990
C -6.631 1.251 -2.299 -0.060
O -7.751 1.550 -1.476 -0.534
H -5.809 3.152 -1.640 0.270
H -6.574 3.233 -3.251 0.300
H -4.992 2.367 -2.993 0.265
H -5.916 0.708 -1.680 0.147
H -6.831 0.628 -3.170 0.279
H -7.846 0.897 -0.779 0.328
C 2.991 3.289 -3.106 -0.404
C 1.899 4.321 -3.101 0.587
O 2.079 5.195 -4.149 -0.603
H 3.180 2.871 -2.117 -0.300
H 3.816 3.787 -3.616 0.368
H 2.673 2.397 -3.646 0.123
H 1.854 4.925 -2.195 -0.297
H 0.889 3.912 -3.133 0.149
H 1.895 6.055 -3.766 0.348
C -1.714 -2.413 4.557 -0.859
C -3.166 -2.981 4.240 -0.269
O -3.167 -4.315 4.409 -0.541
H -0.985 -2.852 3.875 0.219
H -1.337 -2.743 5.525 0.427
H -1.711 -1.328 4.652 0.167
H -3.498 -2.784 3.221 0.242
H -3.958 -2.599 4.885 0.320
H -4.089 -4.572 4.474 0.271
C 0.096 -8.040 3.031 -1.114
C -0.981 -6.931 2.958 -0.108
O -0.913 -6.114 4.133 -0.499
H -0.139 -8.728 3.843 0.328
H 1.094 -7.635 3.199 0.193
H 0.228 -8.654 2.140 0.362
H -1.922 -7.470 3.064 0.268
H -1.062 -6.444 1.986 0.298
H -1.683 -5.550 4.238 0.319
C 3.912 5.161 -0.239 -0.609
C 4.465 6.392 -0.830 -0.384
O 3.675 7.472 -0.301 -0.509
H 3.717 5.336 0.819 0.493
H 4.482 4.244 -0.392 0.289
H 2.860 4.911 -0.370 -0.130
H 4.253 6.360 -1.899 0.207
H 5.545 6.399 -0.689 0.344
H 3.929 8.282 -0.749 0.286
C -7.181 -2.212 0.884 -1.056
C -8.495 -2.155 0.058 -0.264
O -8.896 -0.811 0.017 -0.491
H -7.384 -2.060 1.944 0.308
H -6.431 -1.502 0.534 0.264
H -6.623 -3.124 0.675 0.363
H -9.277 -2.772 0.500 0.346
H -8.146 -2.439 -0.935 0.249
H -9.809 -0.744 -0.270 0.279
C -2.892 2.198 4.499 -0.880
C -3.118 3.621 3.939 -0.137
O -2.030 4.512 4.436 -0.560
H -2.388 2.260 5.464 0.306
H -2.441 1.451 3.846 0.023
H -3.830 1.667 4.661 0.445
H -4.057 4.140 4.132 0.356
H -2.955 3.643 2.862 0.154
H -1.940 5.253 3.832 0.277
C 2.952 -5.536 -0.378 -0.933
C 1.462 -5.403 -0.785 -0.135
O 1.486 -4.793 -2.073 -0.520
H 3.482 -4.589 -0.277 0.118
H 3.582 -6.137 -1.034 0.354
H 3.204 -5.946 0.600 0.379
H 0.945 -4.918 0.044 0.027
H 0.964 -6.371 -0.738 0.292
H 1.602 -5.503 -2.709 0.291
C 4.246 1.367 1.188 -0.216
C 4.561 0.503 0.026 0.430
O 5.854 0.699 -0.514 -0.616
H 3.190 1.271 1.441 -0.183
H 4.338 2.378 0.792 -0.176
H 4.875 1.186 2.059 0.419
H 3.885 0.955 -0.699 -0.291
H 4.325 -0.552 0.160 0.296
H 5.867 0.321 -1.396 0.316
C 2.785 -4.313 3.970 -0.751
C 4.157 -3.570 4.011 -0.173
O 4.548 -3.283 5.292 -0.535
H 2.108 -4.009 4.768 0.361
H 2.850 -5.398 4.051 0.271
H 2.190 -4.106 3.080 0.091
H 4.177 -2.651 3.425 0.119
H 4.942 -4.055 3.430 0.314
H 5.451 -2.960 5.347 0.301
C 2.906 -1.036 -3.113 -0.067
C 3.783 -2.305 -2.831 -0.110
O 3.284 -3.209 -3.734 -0.571
H 3.270 -0.621 -4.053 0.402
H 3.190 -0.247 -2.417 -0.408
H 1.817 -1.068 -3.097 0.244
H 3.661 -2.647 -1.803 -0.137
H 4.837 -2.029 -2.844 0.279
H 2.637 -3.729 -3.252 0.499
C 1.065 0.855 3.874 -0.925
C 1.122 2.320 3.367 -0.313
O 0.939 2.456 1.953 -0.327
H 0.617 0.233 3.099 -0.071
H 0.374 0.676 4.698 0.321
H 2.091 0.532 4.053 0.358
H 2.143 2.700 3.352 0.424
H 0.430 3.008 3.852 0.437
H 1.176 3.349 1.693 -0.037
C -0.536 -2.249 -5.897 -1.053
C 0.831 -1.761 -6.296 0.103
O 1.881 -2.799 -6.224 -0.578
H -0.753 -2.131 -4.835 0.204
H -0.545 -3.275 -6.264 0.344
H -1.310 -1.630 -6.352 0.373
H 1.021 -0.862 -5.711 -0.088
H 0.762 -1.363 -7.308 0.352
H 2.266 -2.761 -5.345 0.407
C -0.984 2.350 -5.220 -1.021
C -0.385 1.518 -6.348 -0.026
O 1.024 1.502 -6.289 -0.532
H -0.942 1.829 -4.264 0.240
H -2.055 2.539 -5.296 0.425
H -0.543 3.346 -5.173 0.235
H -0.603 2.016 -7.292 0.376
H -0.899 0.564 -6.465 0.023
H 1.331 2.359 -6.593 0.298
```

## Properties
total charge = 0

---

<B>
Density functional theory data (ωB97M-V with the def2-TZVPD basis set) for a 16-piece molecular cluster, C32H96O16 overall.

The geometry in XYZ format:
```
144
Properties=species:S:1:pos:R:3:mulliken_charge:R:1
C 4.569 2.664 1.886 -0.962
C 3.933 2.040 3.105 -0.246
O 2.933 1.109 2.678 0.629
H 3.825 3.110 1.223 0.051
H 5.053 1.879 1.301 0.253
H 5.301 3.418 2.172 0.414
H 3.441 2.804 3.722 0.374
H 4.649 1.549 3.771 0.283
H 2.382 0.830 3.439 -0.301
C -0.170 -0.226 -0.640 0.723
C 0.391 0.327 0.645 1.835
O 1.453 1.242 0.370 0.675
H 0.616 -0.661 -1.260 -0.293
H -0.766 0.505 -1.184 -0.606
H -0.811 -1.075 -0.384 -0.417
H 0.794 -0.465 1.289 -0.779
H -0.382 0.838 1.231 -0.613
H 1.984 1.361 1.178 -0.371
C 0.300 -3.645 0.305 1.129
C 0.900 -4.846 1.004 -0.734
O 0.776 -4.687 2.412 -0.421
H 0.888 -2.759 0.553 -0.564
H -0.706 -3.485 0.706 -0.430
H 0.222 -3.778 -0.770 -0.072
H 1.951 -4.992 0.733 0.321
H 0.355 -5.734 0.652 0.433
H 1.269 -5.399 2.829 0.265
C -1.713 -1.540 3.725 -0.146
C -2.063 -3.006 3.570 -0.167
O -3.310 -3.296 4.217 -0.596
H -1.736 -1.296 4.791 0.251
H -2.427 -0.865 3.251 0.142
H -0.709 -1.406 3.319 -0.149
H -1.274 -3.636 3.981 0.230
H -2.206 -3.233 2.510 0.023
H -3.736 -4.022 3.760 0.333
C -1.339 1.967 4.445 0.358
C -1.579 1.651 5.905 -0.734
O -0.300 1.327 6.470 -0.522
H -2.271 2.190 3.925 0.163
H -0.921 1.099 3.931 -0.453
H -0.633 2.792 4.351 0.197
H -2.234 0.780 6.000 0.331
H -2.029 2.486 6.446 0.408
H -0.345 1.282 7.428 0.245
C -2.944 2.140 0.925 0.752
C -4.293 2.092 1.598 -0.784
O -5.292 1.845 0.594 -0.488
H -2.664 1.153 0.548 -0.420
H -2.177 2.491 1.612 -0.057
H -3.010 2.826 0.079 0.014
H -4.508 3.086 2.010 0.364
H -4.314 1.380 2.429 0.405
H -6.138 1.836 1.053 0.259
C -1.486 4.554 -2.288 -1.261
C -0.281 3.718 -1.912 1.412
O 0.767 3.942 -2.845 -0.755
H -1.384 5.607 -2.021 0.425
H -2.396 4.171 -1.819 0.192
H -1.670 4.544 -3.365 0.305
H -0.565 2.656 -1.894 -0.497
H 0.036 3.980 -0.896 -0.351
H 1.508 3.358 -2.578 0.514
C -2.043 0.394 -5.211 -1.524
C -0.893 1.141 -4.554 1.318
O -0.915 2.497 -4.944 -0.673
H -1.893 0.412 -6.292 0.486
H -2.994 0.849 -4.944 0.731
H -1.999 -0.657 -4.918 0.149
H 0.053 0.635 -4.793 0.336
H -0.980 1.008 -3.462 -0.745
H -0.301 2.961 -4.358 0.378
C -3.881 -2.356 -0.070 -0.816
C -3.591 -2.815 -1.505 -0.140
O -3.072 -1.761 -2.287 -0.363
H -2.954 -2.022 0.398 -0.099
H -4.316 -3.156 0.533 0.429
H -4.617 -1.551 -0.107 0.367
H -4.506 -3.244 -1.929 0.381
H -2.854 -3.622 -1.445 0.133
H -3.661 -0.992 -2.162 0.211
C -4.766 2.586 -3.177 -1.571
C -3.850 1.479 -2.693 1.250
O -4.527 0.538 -1.851 -0.700
H -4.141 3.310 -3.709 0.403
H -5.175 3.173 -2.348 0.353
H -5.584 2.194 -3.775 0.395
H -2.983 1.897 -2.171 -0.103
H -3.471 0.948 -3.568 -0.762
H -4.655 0.970 -0.991 0.178
C 3.806 -2.575 0.470 0.130
C 4.348 -1.169 0.343 0.518
O 4.907 -0.700 1.575 -0.645
H 4.545 -3.279 0.857 0.440
H 3.481 -2.934 -0.512 -0.258
H 2.935 -2.648 1.127 -0.465
H 3.527 -0.494 0.065 -0.304
H 5.108 -1.065 -0.432 0.395
H 4.171 -0.301 2.057 -0.029
C -0.836 -5.069 -3.899 -1.256
C -0.940 -3.601 -4.285 -0.408
O -0.600 -2.749 -3.186 0.416
H -1.595 -5.356 -3.170 0.275
H 0.158 -5.274 -3.499 0.208
H -1.002 -5.698 -4.778 0.404
H -1.961 -3.351 -4.585 0.421
H -0.271 -3.403 -5.123 0.337
H -1.438 -2.545 -2.746 -0.376
C 4.335 -3.096 -3.706 -1.217
C 2.949 -3.551 -3.303 -0.102
O 2.176 -2.376 -3.068 0.049
H 4.796 -2.580 -2.862 0.124
H 4.297 -2.401 -4.543 0.292
H 4.949 -3.956 -3.983 0.399
H 3.003 -4.186 -2.411 0.228
H 2.478 -4.145 -4.095 0.328
H 1.258 -2.645 -2.902 -0.095
C 3.225 1.370 -4.359 -1.615
C 2.639 0.858 -3.067 1.380
O 2.510 1.923 -2.130 -0.729
H 4.245 1.743 -4.279 0.420
H 2.559 2.109 -4.807 0.358
H 3.267 0.529 -5.058 0.387
H 3.227 0.057 -2.604 0.011
H 1.690 0.355 -3.297 -0.550
H 2.072 1.601 -1.327 0.125
C 1.580 5.677 1.790 -1.352
C 0.657 4.487 1.954 1.293
O -0.691 4.926 1.985 -0.510
H 2.605 5.373 1.563 0.294
H 1.583 6.319 2.674 0.414
H 1.269 6.297 0.946 0.330
H 0.974 3.870 2.802 0.031
H 0.754 3.853 1.070 -0.778
H -0.958 5.230 2.856 0.322
C 2.569 -1.855 4.243 -0.788
C 2.018 -1.038 5.405 -0.326
O 1.754 0.288 4.989 -0.492
H 2.610 -2.909 4.528 0.493
H 3.585 -1.575 3.965 0.273
H 1.899 -1.785 3.385 -0.157
H 2.723 -1.064 6.243 0.329
H 1.114 -1.545 5.759 0.320
H 0.994 0.653 5.483 0.191
```

## Properties
total charge = 0

---

Pick the least stable structure from those above. Pick: <A>